Formula: C31H25N5O2S3W
Source: the Open Molecules 2025 dataset
Level of theory: wB97M-V/def2-TZVPD

The geometry in XYZ format:
```
67
Properties=species:S:1:pos:R:3:forces:R:3:mulliken_spin:R:1
W 0.2373 -0.1791 -0.3691 -0.9 2.3 2.6 1.29
C 3.1577 -0.6607 2.3441 0.0 -0.2 -0.3 -0.01
C 2.5855 -1.6889 1.6240 -0.1 0.1 0.0 0.03
C 2.4002 -1.5731 0.2330 0.8 0.7 -0.4 0.06
C 2.8432 -0.3870 -0.4392 0.1 -0.7 0.5 -0.04
C 3.4280 0.6437 0.3302 0.0 -0.1 0.0 0.05
C 3.5742 0.5069 1.6969 0.1 0.0 -0.3 0.02
H 3.3458 -0.7850 3.3985 0.0 0.0 0.1 0.00
H 2.3485 -2.6225 2.1129 -0.1 -0.1 0.0 0.00
H 2.3040 -2.4890 -0.3494 -0.4 0.3 0.1 0.01
H 3.0643 -0.4247 -1.5084 -0.4 0.2 0.2 -0.01
H 3.8364 1.5055 -0.1829 -0.1 0.0 0.0 0.00
H 4.0809 1.2685 2.2709 0.0 0.1 0.0 0.00
S 0.6959 3.9657 1.6321 0.0 -0.6 -0.1 0.01
C 0.5688 2.8602 2.9679 0.0 -0.3 -0.4 -0.01
C 0.4745 3.1679 4.3160 0.0 -0.1 0.0 0.00
C 0.3869 2.1225 5.2107 0.1 0.1 0.0 0.00
C 0.4185 0.8014 4.7678 -0.1 -0.1 -0.1 0.00
C 0.4989 0.4933 3.4248 0.0 0.0 -0.1 0.00
C 0.5603 1.5346 2.4983 -0.2 0.0 0.7 0.01
N 0.6204 1.4094 1.1170 0.1 1.0 -0.7 0.01
C 0.7025 2.6301 0.5500 0.0 -0.5 0.7 0.07
C 0.7859 2.7602 -0.8752 0.1 -0.5 -0.6 -0.05
C 0.9844 3.9956 -1.5056 -0.2 -0.4 0.2 -0.02
C 1.0639 4.0395 -2.8802 0.0 0.0 -0.2 0.04
C 0.9624 2.8608 -3.6093 0.0 0.0 0.1 -0.03
C 0.7557 1.6440 -2.9766 0.0 -0.5 0.1 0.10
C 0.6678 1.5285 -1.5843 0.1 0.8 0.0 -0.03
H 0.4788 4.1942 4.6444 0.0 0.1 0.1 0.00
H 0.3072 2.3286 6.2636 0.0 0.0 0.2 0.00
H 0.3817 0.0026 5.4896 0.0 -0.1 0.1 0.00
H 0.5461 -0.5344 3.0877 -0.1 0.0 0.1 0.01
H 1.0738 4.8994 -0.9181 0.0 0.1 0.0 0.00
H 1.2074 4.9741 -3.3973 0.1 0.1 0.0 0.00
H 1.0465 2.8941 -4.6831 0.0 0.0 -0.2 0.00
H 0.6680 0.7591 -3.6003 0.0 0.1 0.0 0.03
O -0.9232 -0.9630 -1.7889 1.0 -0.4 -0.4 0.06
N 0.3787 -1.3301 -1.9057 -0.3 -1.4 -4.2 -0.10
C 0.7815 -1.8173 -3.0856 -0.8 0.7 2.2 0.16
C -0.1467 -1.8919 -4.1427 -0.5 0.0 -0.1 -0.01
N -0.9841 -1.8553 -4.9268 0.0 -0.1 -0.2 0.09
C 2.1088 -2.2492 -3.2304 0.7 -0.2 0.1 -0.02
N 3.1921 -2.6217 -3.3036 0.2 0.0 0.0 0.08
S -3.1693 -2.3635 1.9567 0.6 0.1 -0.2 0.01
C -1.7867 -1.3723 1.7775 0.1 -0.4 0.0 0.04
N -0.8706 -1.7625 0.9135 -0.5 0.3 0.4 0.05
C -1.2470 -2.9777 0.3452 -0.4 -0.7 0.0 0.03
C -0.5056 -3.7599 -0.5464 0.1 0.0 0.1 0.02
C -1.0614 -4.9141 -1.0557 0.1 0.1 0.0 0.00
C -2.3368 -5.3333 -0.6719 -0.1 0.1 0.1 0.00
C -3.0590 -4.6195 0.2634 0.0 -0.1 -0.1 0.00
C -2.5058 -3.4498 0.7691 0.4 0.4 0.0 0.00
H -1.6755 -0.4804 2.3781 -0.1 0.1 -0.1 0.00
H 0.5087 -3.4901 -0.8134 -0.2 0.0 0.0 -0.02
H -0.4976 -5.5128 -1.7569 0.0 0.0 0.0 0.00
H -2.7520 -6.2330 -1.0975 0.0 -0.1 0.0 0.00
H -4.0204 -4.9653 0.6058 -0.1 -0.1 0.0 0.00
C -3.6303 2.5601 -0.3281 0.1 -0.4 0.2 0.00
S -3.1934 0.8008 -0.4473 0.2 0.8 -0.9 0.00
C -3.1935 0.6833 -2.2594 0.0 -0.2 0.2 0.00
O -1.7099 0.8322 -0.0184 0.8 -0.3 0.1 0.04
H -2.8548 3.1672 -0.7864 0.2 -0.1 -0.1 0.00
H -3.7314 2.8130 0.7221 0.0 -0.1 0.1 0.00
H -4.5809 2.7229 -0.8255 -0.2 -0.1 -0.1 0.00
H -4.1614 1.0084 -2.6340 -0.1 0.1 0.1 0.00
H -3.0454 -0.3581 -2.5328 0.0 0.0 0.0 0.00
H -2.3890 1.2882 -2.6760 0.0 0.1 0.2 0.00
```
Forces are in eV/Å.

Computed properties:
calculated total energy: -2881.61838 a.u.
spin multiplicity: 3
charge: +2
HOMO level (spin up / spin down): -13.72 / -13.99 eV
energy relative to the best compared isomer or geometry (same formula, charge and spin): 1.261 eV
⟨S²⟩: 2.052


Formula: C4H14N4
Source: the Open Molecules 2025 dataset
Level of theory: wB97M-V/def2-TZVPD

The geometry in XYZ format:
```
22
Properties=species:S:1:pos:R:3:forces:R:3:mulliken_charge:R:1
C 2.3531 -0.4558 -0.9656 0.2 -0.3 -1.5 -0.08
C 2.2505 -1.0214 0.2325 0.3 1.1 1.5 -0.40
N 2.5308 -2.4249 0.3468 0.6 0.0 0.6 -0.63
N 2.1152 0.8698 -1.4070 0.5 0.0 0.2 -0.47
H 2.7211 -1.1285 -1.7663 -0.3 0.3 0.5 0.34
H 2.1401 -0.3831 1.1831 -0.1 -1.0 -1.5 0.36
H 1.7254 -3.0018 0.5433 -0.2 0.1 0.0 0.22
H 3.2050 -2.6056 1.1006 -0.4 0.1 -0.5 0.25
H 1.1853 1.2623 -1.3392 0.2 -0.2 0.1 0.16
H 2.5928 1.1139 -2.2805 -0.6 -0.3 0.7 0.24
N -3.9100 0.9968 -0.2338 0.2 -0.2 0.0 -0.57
C -2.7255 1.2099 0.6232 -0.6 0.7 -0.9 -0.43
C -1.6437 0.2293 0.2724 0.9 0.1 0.7 -0.44
N -0.4856 0.3900 1.1627 0.0 0.0 0.2 -0.65
H -3.6729 0.8780 -1.2157 0.1 0.1 0.3 0.21
H -4.5876 1.7449 -0.1749 0.1 0.0 0.1 0.22
H -3.0202 1.0973 1.6506 -0.1 -0.2 0.5 0.30
H -2.3092 2.2302 0.5301 0.0 -0.2 0.0 0.24
H -1.9867 -0.7809 0.3316 -0.5 -0.7 0.3 0.38
H -1.3451 0.3479 -0.7492 0.1 0.3 -1.0 0.21
H 0.0365 -0.4734 1.3067 -0.3 0.5 -0.3 0.28
H 0.1568 1.1046 0.8236 -0.2 -0.3 0.2 0.27
```
Forces are in eV/Å.

Computed properties:
calculated total energy: -379.77052 a.u.
spin multiplicity: 1
HOMO level: -8.34 eV
energy relative to the best compared isomer or geometry (same formula, charge and spin): 1.722 eV
SMILES: N/C=C/N.NCCN


Formula: C10H11BF4N2O8
Source: the Open Molecules 2025 dataset
Level of theory: wB97M-V/def2-TZVPD

The geometry in XYZ format:
```
36
Properties=species:S:1:pos:R:3:forces:R:3:mulliken_charge:R:1
F 2.4545 -3.5650 1.9926 -1.6 3.2 2.1 -0.25
C 2.0121 -2.4553 2.8677 0.4 -2.2 2.6 0.24
F 1.8331 -3.0704 4.2375 0.5 1.7 -4.1 -0.29
C 0.5748 -1.7838 2.4881 -1.5 -0.7 1.4 0.79
F 0.0986 -0.9787 3.6692 1.8 -2.4 -3.4 -0.31
F -0.4190 -2.9114 2.3712 3.0 3.5 0.0 -0.32
C 0.5601 -0.7873 1.1912 -2.0 0.2 -0.6 -0.25
C 1.9114 0.1160 0.9775 -0.9 1.8 1.6 -0.81
N 2.7219 -0.2316 -0.2599 -0.4 0.5 -0.4 -0.07
C 2.7210 -1.6982 -0.6288 0.6 -1.7 -1.5 -0.52
C 1.2213 -2.3550 -0.6745 -0.9 -1.5 -1.3 -0.54
N 0.1232 -1.4809 -0.1172 2.3 0.6 1.6 -0.34
H 2.9107 -1.7156 2.9798 -1.9 -1.5 -0.3 0.17
H -0.3199 -0.0059 1.3987 2.0 -1.8 -0.2 0.36
H 1.5582 1.2455 0.8153 0.7 -2.6 0.2 0.31
H 2.6388 0.1514 1.8978 -1.5 -0.4 -1.8 0.34
H 3.7106 0.0721 -0.1021 -1.1 -0.2 -0.3 0.39
H 2.3281 0.3694 -1.0449 0.3 -0.8 0.9 0.45
H 3.4932 -2.2611 0.0520 -1.8 1.1 -1.0 0.29
H 3.1693 -1.7573 -1.7341 -1.0 0.1 2.5 0.35
H 0.9637 -2.5141 -1.8296 0.6 0.4 2.5 0.39
H 1.1556 -3.4505 -0.2071 0.8 2.4 -0.8 0.26
H -0.7812 -1.9845 0.0130 1.2 0.5 -0.1 0.37
B -2.8188 2.5421 -1.5666 -1.0 0.2 -0.2 1.25
O -1.6254 2.3371 -0.7395 1.8 -0.2 -0.9 -0.59
C -0.5786 2.2819 -1.5747 0.7 -0.4 4.1 0.75
O 0.5759 2.1193 -1.2141 -0.4 -0.3 -0.1 -0.69
C -1.0274 2.4422 -2.9331 -1.1 0.6 -4.9 0.40
O -0.3208 2.4397 -3.9280 -0.6 -0.1 1.6 -0.61
O -2.3585 2.5990 -2.9576 1.5 -0.2 0.4 -0.50
O -3.7816 1.4525 -1.3766 -0.3 0.5 0.3 -0.49
C -4.9173 2.0102 -0.9340 -1.9 -4.4 0.1 0.58
O -5.9304 1.3825 -0.6715 1.5 1.0 -0.4 -0.60
C -4.7505 3.4356 -0.8208 -0.7 4.7 0.8 0.60
O -5.5972 4.2303 -0.4452 1.2 -1.4 -0.6 -0.59
O -3.5095 3.7801 -1.1918 -0.4 -0.6 0.2 -0.51
```
Forces are in eV/Å.

Computed properties:
calculated total energy: -1523.44458 a.u.
spin multiplicity: 1
HOMO level: -9.41 eV


Formula: C3H5N3
Source: the Open Molecules 2025 dataset
Level of theory: wB97M-V/def2-TZVPD

The geometry in XYZ format:
```
11
Properties=species:S:1:pos:R:3:forces:R:3:mulliken_charge:R:1
C -1.6957 -0.2370 0.0544 0.0 0.0 0.0 -0.97
C -0.2054 -0.1527 0.1423 0.0 0.1 -0.1 0.35
N 0.5150 -0.9597 0.9756 0.0 0.1 -0.1 -0.23
N 1.7746 -0.6867 0.8621 -0.1 0.1 -0.1 -0.58
N 1.8856 0.2918 -0.0381 0.1 0.0 0.0 0.21
C 0.6761 0.6648 -0.5195 0.0 -0.1 0.1 -0.20
H -2.0990 0.5959 -0.5283 0.1 -0.1 0.1 0.29
H -2.0158 -1.1719 -0.4184 0.1 0.1 0.1 0.24
H -2.1366 -0.2029 1.0552 0.1 0.0 -0.1 0.28
H 2.8010 0.6453 -0.2680 -0.1 0.0 0.0 0.21
H 0.5445 1.4439 -1.2560 0.0 -0.1 0.1 0.39
```
Forces are in eV/Å.

Computed properties:
calculated total energy: -281.55503 a.u.
spin multiplicity: 1
HOMO level: -9.53 eV
energy relative to the best compared isomer or geometry (same formula, charge and spin): 0.953 eV
SMILES: Cc1c[nH]nn1